Record 1
The following is a DFT calculation (wB97M-V/def2-TZVPD) of C43H58GeO3PdSSb4 as an isolated structure.

The expectation value of S² is 1.2077. The calculation puts the gap between HOMO and LUMO (spin up / spin down) at 5.45 / 4.17 eV. The energy relative to the best compared isomer or geometry (same formula, charge and spin) comes out at 0.0 kcal/mol. As for the total charge: +3. Its spin multiplicity is 2.

Last column: Mulliken spin population.
Cartesian coordinates (Å):
Pd -0.40018 -0.15564 0.26599  -0.18
C -1.60888 -0.05479 4.76335  0.00
Sb -0.15791 -0.32945 3.20400  0.13
C 1.12005 1.34670 3.74125  0.00
C 1.27157 -1.81498 4.25477  0.16
C 0.50103 -3.00545 4.46988  0.17
C -0.12897 -3.18977 5.72504  0.03
C -0.84411 -4.32424 5.99465  0.04
C -0.98504 -5.30658 4.99833  0.18
C -0.41216 -5.13382 3.74918  -0.06
C 0.33264 -3.99843 3.44352  0.15
C 0.95691 -3.88014 2.11421  0.00
Sb -0.28951 -2.93196 0.50782  -0.04
C 0.52448 -4.10470 -1.11601  -0.02
C -2.06480 -4.07580 0.85842  -0.02
H -1.08757 0.22550 5.67692  0.00
H -2.17047 -0.97424 4.91552  0.00
H -2.27466 0.74192 4.44477  0.00
H 2.04187 0.94040 4.15613  0.00
H 0.63816 1.96251 4.49733  0.00
H 1.35482 1.95195 2.86818  0.00
H 1.50560 -1.25664 5.15940  0.01
H 2.11835 -1.88513 3.57851  0.01
H 0.00219 -2.42857 6.48416  0.00
H -1.28676 -4.47085 6.97036  0.00
H -1.54404 -6.20884 5.20944  0.00
H -0.51563 -5.90904 3.00049  0.00
H 1.10051 -4.86315 1.66746  0.00
H 1.90285 -3.34275 2.12080  0.00
H -0.12466 -4.96687 -1.26302  0.00
H 1.52384 -4.45013 -0.85303  0.00
H 0.56889 -3.52339 -2.03477  0.00
H -1.79415 -5.12640 0.76881  0.00
H -2.82567 -3.81489 0.12697  0.00
H -2.44185 -3.85736 1.85486  0.00
C 3.73687 0.43386 1.71712  -0.03
Sb 2.17611 0.30941 0.23875  -0.11
C 3.02299 -1.39570 -0.75963  0.02
C 2.74507 1.99614 -1.05078  -0.04
C 2.93815 3.23770 -0.24749  0.06
C 4.18175 3.49200 0.31873  -0.03
C 4.41025 4.60574 1.11698  0.08
C 3.37137 5.48849 1.38470  -0.03
C 2.13648 5.27001 0.81256  0.08
C 1.90063 4.18063 -0.05133  0.01
C 0.64453 4.13204 -0.75554  0.19
Sb -0.86878 2.70789 0.43063  0.16
C -0.69291 3.82254 2.27756  0.00
C -2.78644 3.57430 -0.01386  -0.04
H 3.81499 1.43988 2.12152  0.00
H 4.65455 0.17228 1.19224  0.00
H 3.56474 -0.27611 2.52328  0.00
H 3.93654 -1.09311 -1.26894  0.00
H 2.32603 -1.83057 -1.47060  0.00
H 3.27121 -2.13135 0.00797  0.00
H 1.96437 2.08280 -1.80617  0.01
H 3.67905 1.67352 -1.51086  0.00
H 4.99799 2.81012 0.10779  0.00
H 5.39469 4.78784 1.52676  0.00
H 3.53889 6.35313 2.01216  0.00
H 1.33337 5.98242 0.96365  0.00
H 0.61171 3.68446 -1.74481  0.01
H 0.02397 5.02095 -0.66482  0.01
H -1.31038 4.70929 2.13660  0.00
H 0.33109 4.13078 2.47233  0.00
H -1.08223 3.23651 3.10496  0.00
H -2.61529 4.51657 -0.53184  0.01
H -3.27157 3.74638 0.94521  0.00
H -3.38652 2.91327 -0.63068  0.00
C -4.60308 0.45668 1.37534  0.00
S -2.88636 0.21540 1.03991  -0.01
O -2.66175 0.49593 -0.37311  0.00
O -2.13387 1.21085 1.87845  0.07
O -2.52762 -1.13345 1.44009  0.00
H -4.88997 1.45700 1.05795  0.00
H -4.76525 0.32780 2.44304  0.00
H -5.15637 -0.29138 0.81035  0.00
C 2.86274 -2.40877 -5.04232  0.00
C 1.59847 -2.95883 -4.89156  0.00
C 0.63678 -2.31358 -4.11965  0.00
C 0.96335 -1.11868 -3.49649  0.01
C 2.23944 -0.57616 -3.62088  0.00
C 3.18858 -1.21968 -4.40679  0.00
Ge -0.39408 -0.13561 -2.32750  -0.03
C -0.46584 1.71460 -3.08542  0.02
C 0.46756 2.29761 -3.93739  0.01
C 0.22207 3.54762 -4.49359  0.00
C -0.95039 4.22938 -4.19562  0.00
C -1.89299 3.65032 -3.35751  0.00
C -1.64938 2.40343 -2.79671  0.01
C -2.04946 -1.00950 -3.00880  0.02
C -2.57207 -2.13518 -2.38273  -0.01
C -3.75529 -2.70605 -2.83041  0.00
C -4.41367 -2.14718 -3.91691  0.00
C -3.88839 -1.03178 -4.55287  0.00
C -2.69658 -0.46729 -4.11386  0.01
H 3.59544 -2.90990 -5.66104  0.00
H 1.33436 -3.88200 -5.39084  0.00
H -0.35490 -2.74062 -4.04441  0.00
H 2.50957 0.34074 -3.10967  0.00
H 4.17475 -0.78787 -4.52406  0.00
H 1.37109 1.77190 -4.21453  0.00
H 0.94320 3.98223 -5.17307  0.00
H -1.13359 5.20232 -4.63217  0.00
H -2.83235 4.15326 -3.16149  0.00
H -2.41084 1.92471 -2.19560  0.00
H -2.05633 -2.57507 -1.53458  0.00
H -4.15609 -3.58842 -2.34731  0.00
H -5.32979 -2.59209 -4.28205  0.00
H -4.39557 -0.60310 -5.40724  0.00
H -2.28542 0.38129 -4.64474  0.00

Record 2
The following is a DFT calculation (wB97M-V/def2-TZVPD) of a 3-piece molecular cluster, C20H40BrClO8Si overall.

The calculation puts the gap between HOMO and LUMO at 9.03 eV. As for the total charge: 0. Its spin multiplicity is 1.

Last column: Mulliken charge in e.
Cartesian coordinates (Å):
C -0.63830 -6.34248 1.94861  -0.46
C 0.09803 -5.25499 1.95044  -0.28
C 1.11156 -3.99303 2.13227  -0.22
Si 0.70837 -2.57284 0.91030  0.13
Cl 1.39381 -3.24835 -1.03069  -0.38
C -1.15414 -2.18076 0.70139  -0.49
C -2.03480 -2.27538 2.05482  -0.27
C -2.97188 -3.58460 2.17369  -0.38
O -3.51018 -4.06394 0.90463  -0.51
C 1.81120 -1.06988 1.36328  -0.30
C 2.14226 -0.90703 2.92827  0.31
O 3.37501 -0.77975 3.26842  -0.53
Br 0.81894 -0.84313 4.40685  -0.12
H -0.93247 -7.46203 2.00082  0.33
H 1.22839 -3.67351 3.23238  0.42
H 2.15296 -4.41551 1.81412  0.37
H -1.23403 -1.07260 0.33992  0.30
H -1.53967 -2.81977 -0.17479  0.33
H -2.74535 -1.34962 2.06525  0.31
H -1.39791 -2.16455 3.02576  -0.02
H -2.42896 -4.41410 2.77212  0.22
H -3.90298 -3.30476 2.82290  0.28
H -3.72042 -3.27011 0.33899  0.30
H 1.43233 -0.05301 0.96273  0.34
H 2.83744 -1.24515 0.83507  0.30
C 1.07771 -0.82187 -9.38147  -0.80
O 1.11486 -1.46202 -8.12339  -0.26
C 2.08061 -2.50824 -8.06550  -0.60
C 2.68465 -2.61028 -6.66832  -0.23
O 3.60886 -1.56339 -6.36056  -0.48
C 3.05178 -0.26431 -6.13763  -0.33
C 2.23302 -0.15589 -4.85045  -0.56
O 0.94936 -0.74927 -5.02863  -0.31
C 0.44528 -1.31626 -3.83436  -0.73
H 0.69062 -1.51096 -10.14530  0.33
H 0.42040 0.04842 -9.30892  0.23
H 2.07273 -0.47098 -9.67740  0.35
H 2.88150 -2.34468 -8.79578  0.36
H 1.56286 -3.44092 -8.31130  0.39
H 3.26982 -3.53456 -6.62678  0.41
H 1.91904 -2.69787 -5.89669  0.05
H 2.49415 0.07514 -7.00959  0.12
H 3.91278 0.40316 -6.04315  0.41
H 2.07112 0.90199 -4.61183  0.42
H 2.77937 -0.63378 -4.03199  0.32
H 1.15620 -2.03908 -3.41729  0.24
H -0.47758 -1.85349 -4.06954  0.31
H 0.22419 -0.53733 -3.10057  0.36
C -4.30450 3.59773 4.13631  -0.82
O -2.98268 3.97085 3.80798  -0.20
C -2.85620 5.36232 3.52720  -0.60
C -1.49512 5.88374 3.97787  -0.26
O -1.37115 6.02570 5.39530  -0.48
C -1.27407 4.81547 6.15274  -0.33
C 0.03670 4.05687 5.93992  -0.61
O 0.00744 3.35657 4.69845  -0.23
C 1.28866 3.24659 4.10885  -0.80
H -4.95534 3.69698 3.25614  0.33
H -4.29876 2.55684 4.46995  0.23
H -4.69896 4.21282 4.95282  0.35
H -3.64698 5.93682 4.02320  0.36
H -2.95657 5.48455 2.44397  0.38
H -1.37706 6.89448 3.57428  0.41
H -0.67460 5.29314 3.56893  0.07
H -2.14614 4.18337 5.99014  0.11
H -1.31192 5.12991 7.19933  0.41
H 0.15495 3.30819 6.73205  0.40
H 0.87314 4.76076 5.97721  0.38
H 1.74779 4.23555 3.98944  0.38
H 1.17411 2.80950 3.11304  0.17
H 1.93470 2.59990 4.70685  0.35

Record 3
The following is a DFT calculation (wB97M-V/def2-TZVPD) of one molecule with the formula C4H9FSi.

The calculation puts the gap between HOMO and LUMO at 10.92 eV. The energy relative to the best compared isomer or geometry (same formula, charge and spin) comes out at 33.7 kcal/mol. As for the total charge: 0. Its spin multiplicity is 1.

Last column: Mulliken charge in e.
Cartesian coordinates (Å):
C -0.61437 -1.83797 0.25431  -0.95
Si -0.44481 0.14446 0.46915  0.45
C 0.99331 0.55145 1.70541  -1.05
C 0.32990 0.75286 -1.18569  -0.27
C -0.37266 1.02802 -2.27349  -0.15
F -1.76726 1.00290 -2.29715  -0.24
H -0.86883 -2.15344 1.30357  0.25
H -1.31656 -2.11553 -0.46545  0.36
H 0.41244 -2.17803 -0.14213  0.26
H -1.62107 0.88995 1.15269  -0.13
H 0.91337 -0.16488 2.61475  0.26
H 1.92760 0.37015 1.24953  0.32
H 0.95667 1.53571 2.09641  0.32
H 1.45198 0.75737 -1.22094  0.27
H 0.02029 1.41698 -3.26097  0.30

Q: total charge of number 2 (C20H40BrClO8Si)?
A: 0

Q: The highest total charge belongs to which entry?
A: C43H58GeO3PdSSb4

Q: Among the records above, which one has the highest spin multiplicity?
A: C43H58GeO3PdSSb4